(1)
# C34H54BeBrCl3F3MgN4O4

C34H54BeBrCl3F3MgN4O4 as an isolated structure in a non-equilibrium geometry (ωB97M-V with the def2-TZVPD basis set, the Open Molecules 2025 dataset).

Output
LUMO energy (eV): -7.2
Energy relative to the best compared isomer or geometry (same formula, charge and spin) (eV): 0.000
Strongest force on any atom (eV Å⁻¹): 3.63
Total charge: +1
Gap between HOMO and LUMO (eV): 1.670

Last column: Mulliken charge in e.
Geometry (Å):
C 3.18656 3.76737 3.45562  -0.309
C 2.36401 2.90585 3.41975  -0.447
N 1.38535 1.95254 3.32024  0.467
C 0.84152 1.51018 4.63077  -0.841
C -0.60650 2.08117 4.87527  0.201
Cl -1.13816 2.03408 6.61423  -0.100
C -0.88517 3.46018 4.21524  -0.192
C -0.53003 4.71318 5.04592  -0.909
C 0.81119 4.67934 5.76404  0.309
O 1.48700 5.66638 5.84127  -0.486
N -0.32994 3.55543 2.83511  0.441
C 0.34568 2.39283 2.47183  -1.196
N 0.05224 1.75233 1.39123  0.940
C -0.98567 2.24832 0.49788  0.393
C -0.40634 2.69983 -0.88494  -1.809
C -1.25259 2.28305 -2.08709  -1.236
C -2.70581 2.76095 -1.89828  -0.411
C -3.63188 1.57620 -1.53166  0.339
C -5.15973 1.72048 -1.77786  -1.009
C -5.91175 1.13151 -0.56367  -1.101
C -5.50372 -0.33166 -0.26024  -0.912
C -4.84661 -0.51111 1.13650  -0.025
C -5.80131 -1.18967 2.12329  -0.891
C -5.30022 -1.18826 3.57175  -0.520
C -3.98156 -1.96170 3.76384  -0.940
C 0.82503 0.53620 1.02857  -1.243
C 0.11980 -0.38872 0.03951  0.274
C 1.00528 -1.65056 -0.11216  -0.738
N 2.04058 -1.31949 -1.11580  -0.133
C 2.65848 -2.52189 -1.70899  -1.421
C 2.98272 -3.60437 -0.67216  0.813
C 4.01426 -3.32202 0.21579  -0.258
C 4.36015 -4.23852 1.20404  -0.824
C 3.64546 -5.42029 1.27052  -0.401
C 2.61726 -5.72158 0.39390  -0.662
C 2.28450 -4.81628 -0.60202  0.542
O 1.29345 -5.08938 -1.51664  -0.652
H 4.06093 4.36999 3.55111  0.477
H 0.71248 0.42412 4.56781  0.152
H 1.57417 1.67273 5.46629  0.452
H -1.27247 1.37270 4.37940  0.394
H -1.97382 3.50879 4.11005  0.452
H -0.49151 5.59463 4.39941  0.325
H -1.31878 4.92048 5.77321  0.514
H 1.20124 3.77300 6.27809  0.121
H 0.30768 4.35618 2.75887  0.110
H -1.75505 1.50432 0.29576  -0.573
H -1.50322 3.11382 0.90072  0.968
H 0.67117 2.36861 -1.01576  0.828
H -0.39987 3.81644 -0.86307  0.792
H -0.78175 2.69837 -2.98519  0.547
H -1.28306 1.20235 -2.23973  0.355
H -2.97436 3.22089 -2.97334  -0.112
H -2.76313 3.52225 -1.11860  0.657
H -3.56242 1.38452 -0.45402  -0.177
H -3.30343 0.70436 -2.10313  0.433
H -5.40653 2.77710 -1.81115  0.462
H -5.48788 1.20702 -2.67986  0.268
H -6.98396 1.18019 -0.76983  0.488
H -5.73767 1.76666 0.31204  0.402
H -6.39135 -0.96633 -0.29965  0.558
H -4.80152 -0.71900 -1.00210  0.407
H -4.43696 0.42660 1.52966  0.274
H -3.99665 -1.19621 1.00451  0.055
H -5.99130 -2.22487 1.83097  0.354
H -6.73820 -0.61976 2.11087  0.367
H -5.20955 -0.18286 3.99226  0.304
H -6.05065 -1.71590 4.16911  0.338
H -3.97486 -2.91588 3.23572  0.319
H -3.88664 -2.16828 4.83417  0.376
H -3.10959 -1.35326 3.50320  0.042
H 1.73523 0.89070 0.53155  0.219
H 1.12104 -0.05793 1.88770  0.686
H -0.87794 -0.69136 0.37716  0.151
H 0.03782 0.02222 -0.96499  -0.078
H 1.48538 -1.88178 0.84749  0.301
H 0.42017 -2.51525 -0.42109  0.310
H 2.77936 -0.86132 -0.58973  0.287
H 2.02856 -2.92062 -2.50556  0.507
H 3.60605 -2.26740 -2.18156  0.162
H 4.55045 -2.38195 0.11682  0.413
H 5.17728 -3.99648 1.87122  0.418
H 3.89898 -6.13701 2.04425  0.373
H 2.07132 -6.65322 0.47903  0.449
H 0.78168 -4.28445 -1.63346  0.332
Br -4.36744 4.13444 -3.87519  -0.406
Be 1.41182 4.10390 -0.65803  0.459
C 5.28450 -1.72851 -8.06960  -1.052
C 4.14020 -2.64194 -7.69607  0.328
O 4.39134 -3.48366 -6.68749  -0.167
C 4.26574 -3.05582 -5.29187  0.268
O 3.15465 -2.47505 -5.04178  -0.677
C 5.51119 -2.20650 -4.84597  0.620
F 6.63287 -2.67033 -5.40968  -0.266
F 5.66349 -2.31872 -3.52514  -0.234
F 5.41651 -0.90791 -5.13823  -0.254
H 6.23846 -2.25049 -8.03215  0.276
H 5.14120 -1.32437 -9.07210  0.450
H 5.32091 -0.88468 -7.38061  0.284
H 3.96590 -3.32627 -8.68747  -0.015
H 3.18795 -2.11596 -7.54716  0.358
H 4.45300 -4.01676 -4.76071  0.274
Cl 4.21107 -4.98143 -9.25810  -0.187
Cl 0.53630 5.99498 0.94820  -0.430
Mg 1.31939 1.37063 7.29505  0.062

---

(2)
# C34H54Br2N3O6

C34H54Br2N3O6 as an isolated structure in a non-equilibrium geometry (ωB97M-V with the def2-TZVPD basis set, the Open Molecules 2025 dataset).

Output
LUMO energy (eV): -4.6
Strongest force on any atom (eV Å⁻¹): 4.44
Total charge: +1
Gap between HOMO and LUMO (eV): 5.993

Last column: Mulliken charge in e.
Geometry (Å):
C 6.67155 1.92668 1.62118  -0.977
C 6.93024 0.39257 1.85780  -0.360
C 7.19906 -0.42540 0.54640  -0.892
C 6.12585 -0.21708 -0.59533  -0.514
C 5.15654 -1.48123 -0.68878  -0.311
C 4.77133 -1.78546 -2.20214  -0.954
C 3.23751 -1.43823 -2.43125  -0.189
C 2.30937 -2.66347 -2.06269  -0.675
C 1.95027 -2.76993 -0.54216  -1.042
C 0.93715 -1.64070 -0.06547  -0.391
C -0.50243 -1.95456 -0.61305  -0.828
C -1.66149 -1.38846 0.32499  -0.026
C -2.87007 -0.95071 -0.59129  -0.193
C -3.79855 0.12458 0.01808  0.680
C -3.97602 1.47113 -0.50453  0.202
C -3.18700 1.97990 -1.74840  -1.098
C -2.01297 2.87738 -1.22527  -0.247
C -1.41965 3.84000 -2.34408  -0.659
C 0.15275 3.58688 -2.37399  -1.055
N 0.32385 2.29636 -3.09679  0.199
C 0.32417 1.02321 -2.58710  0.069
C 0.48340 0.20082 -3.76303  -0.288
C 0.58219 1.09138 -4.92654  -1.122
C 0.46770 2.44995 -4.46132  -0.322
C -4.90585 2.42420 0.10369  -0.345
N -5.59132 2.09485 1.18220  -1.263
N -5.39169 0.90037 1.65200  0.708
C -4.62324 -0.12586 1.23046  -0.020
C -4.61970 -1.45284 2.04154  -0.864
Br -4.94949 -3.03737 0.93412  0.035
C -3.34087 -1.54090 3.03431  0.103
C -3.82870 -0.94160 4.41709  -1.250
Br -2.87269 -3.43023 3.28594  -0.061
H 6.90459 2.54841 2.51543  0.284
H 7.17960 2.32762 0.71361  0.320
H 5.56805 2.03826 1.44581  0.184
H 7.85101 0.30981 2.48626  0.365
H 6.09592 -0.04164 2.46267  0.222
H 7.20902 -1.50761 0.84368  0.350
H 8.20995 -0.20922 0.12587  0.357
H 5.48112 0.67962 -0.42602  0.209
H 6.67631 -0.06854 -1.55169  0.350
H 4.21723 -1.16565 -0.17137  0.012
H 5.61724 -2.39313 -0.24971  0.417
H 5.00429 -2.83634 -2.50784  0.393
H 5.36171 -1.10022 -2.86182  0.416
H 2.98989 -0.50579 -1.87125  -0.037
H 3.14725 -1.17634 -3.51958  0.376
H 1.36844 -2.62913 -2.66477  0.219
H 2.86607 -3.57950 -2.38061  0.499
H 1.45263 -3.76844 -0.39768  0.513
H 2.84776 -2.78719 0.11976  0.262
H 1.36404 -0.68576 -0.47429  0.059
H 0.99158 -1.54714 1.04580  0.500
H -0.57632 -1.57938 -1.66045  0.193
H -0.59652 -3.06880 -0.64074  0.657
H -1.96434 -2.26515 0.94642  -0.208
H -1.28144 -0.52822 0.92305  0.393
H -2.42042 -0.49435 -1.51198  0.046
H -3.43471 -1.83975 -0.96805  0.188
H -3.88992 2.65206 -2.30134  0.475
H -2.87831 1.16619 -2.43712  0.388
H -1.20198 2.30191 -0.71435  0.096
H -2.43392 3.56417 -0.44084  0.584
H -1.81588 3.61432 -3.35900  0.431
H -1.57956 4.91640 -2.10738  0.369
H 0.51676 3.48464 -1.32127  0.366
H 0.70282 4.41528 -2.86580  0.415
H 0.18984 0.77667 -1.52472  0.242
H 0.50706 -0.90334 -3.76154  0.457
H 0.69808 0.83336 -5.99165  0.407
H 0.48787 3.40746 -5.00045  0.370
H -4.99850 3.43028 -0.35048  0.502
H -5.92066 0.69561 2.50881  0.333
H -5.49688 -1.37834 2.73643  0.548
H -2.50456 -0.89397 2.70398  0.353
H -3.04466 -1.04923 5.20462  0.411
H -4.81752 -1.34054 4.73180  0.361
H -3.90656 0.16846 4.23842  0.314
C -7.77032 -2.76142 -1.01730  0.498
C -7.74558 -3.89636 -2.00668  -0.409
O -8.92730 -3.67586 -2.77000  -0.323
C -9.24006 -2.35486 -2.66783  0.599
O -10.06996 -1.80811 -3.31510  -0.496
O -8.47137 -1.74160 -1.72208  -0.347
H -6.77138 -2.42356 -0.73871  -0.434
H -8.32664 -3.01016 -0.10904  0.250
H -6.88039 -3.85206 -2.67383  0.313
H -7.77076 -4.87304 -1.52510  0.326
C 4.18671 3.33054 4.81237  -0.271
C 4.05044 2.42301 6.00421  -0.345
O 5.20080 1.59298 5.90216  -0.321
C 6.13143 2.27162 5.17814  0.669
O 7.26387 1.92873 5.05143  -0.502
O 5.59656 3.39610 4.61986  -0.298
H 3.77426 4.32235 4.99294  0.302
H 3.72705 2.91298 3.91233  0.220
H 4.08942 2.96692 6.95123  0.270
H 3.13858 1.82779 5.97576  0.285

---

(3)
# C34H55AlGeN4O4Si

C34H55AlGeN4O4Si as an isolated structure (ωB97M-V with the def2-TZVPD basis set, the Open Molecules 2025 dataset).

Output
LUMO energy (alpha / beta) (eV): -2.8 / -4.3
Energy relative to the best compared isomer or geometry (same formula, charge and spin) (eV): 0.337
Strongest force on any atom (eV Å⁻¹): 0.71
⟨S²⟩: 0.761
2S+1: 2
Total charge: +1
Gap between HOMO and LUMO (alpha / beta) (eV): 8.385 / 6.871

Last column: Mulliken charge in e.
Geometry (Å):
Al -0.67303 -0.42414 -1.63078  -0.477
C -3.86341 -2.99642 -1.18803  -1.863
C -2.36195 -2.89606 -0.95543  1.554
C -1.63159 -3.63798 -2.06421  -1.553
C -1.98320 -3.41269 0.42084  -1.140
O -1.98066 -1.47037 -1.00203  0.609
Ge -3.28343 -0.05040 -0.42483  -0.626
O -2.23001 0.35029 0.98822  1.036
C -2.87096 0.72297 2.23158  1.320
C -3.80267 1.91150 2.00172  -1.613
C -1.75160 1.09962 3.19111  -1.341
C -3.65048 -0.46286 2.78963  -1.716
O -1.97022 0.84518 -1.70295  0.805
C -2.39729 1.76562 -2.74802  1.651
C -2.92268 0.94901 -3.91999  -1.711
C -3.48677 2.66017 -2.17342  -1.700
C -1.19587 2.60638 -3.15858  -1.276
H -4.13404 -4.04921 -1.26800  0.537
H -4.15881 -2.49694 -2.11267  0.329
H -4.44097 -2.57706 -0.36272  0.409
H -2.08629 -4.62047 -2.19372  0.565
H -0.58437 -3.78693 -1.81986  0.205
H -1.73002 -3.10662 -3.01514  0.355
H -2.33131 -4.44008 0.54269  0.497
H -2.45044 -2.79916 1.19461  0.063
H -0.90151 -3.39198 0.54964  0.005
H -3.25199 2.73483 1.54760  0.164
H -4.22586 2.26038 2.94538  0.453
H -4.63732 1.64071 1.34952  0.414
H -1.17283 1.93587 2.79644  0.258
H -1.08589 0.24992 3.34414  -0.083
H -2.16345 1.38937 4.16004  0.573
H -4.43823 -0.78370 2.10227  0.331
H -4.13095 -0.19287 3.73146  0.494
H -2.98150 -1.30461 2.97802  0.264
H -3.75991 0.32371 -3.60314  0.283
H -2.13726 0.31080 -4.32895  0.174
H -3.27396 1.60677 -4.71609  0.522
H -4.40133 2.10241 -1.96787  0.425
H -3.73009 3.44963 -2.88518  0.490
H -3.14729 3.13212 -1.24866  0.170
H -0.36754 1.97810 -3.48582  0.159
H -0.85953 3.23980 -2.33644  0.184
H -1.47248 3.25837 -3.98829  0.591
N 0.46986 0.69304 -0.52944  0.728
C 1.22631 1.60578 -0.13994  -0.089
C 2.60592 1.69489 -0.69641  0.229
C 3.17395 2.95053 -0.89559  -0.353
C 4.43414 3.04773 -1.46435  -0.935
C 5.12930 1.89843 -1.81456  -0.622
C 4.56862 0.64603 -1.59684  -1.158
C 3.30376 0.53951 -1.04325  0.278
C 0.76725 2.59639 0.87196  0.921
C 1.60172 2.87627 1.95086  -0.444
C 1.19348 3.79269 2.90553  -1.087
C -0.02072 4.45168 2.75953  -0.657
C -0.84292 4.17516 1.67658  -0.673
C -0.46276 3.22689 0.73893  0.667
H 2.62867 3.84144 -0.61152  0.572
H 4.87714 4.02078 -1.62738  0.448
H 6.11814 1.97896 -2.24640  0.444
H 5.12332 -0.25014 -1.84338  0.488
H 2.86936 -0.43178 -0.84382  0.392
H 2.55451 2.37159 2.04498  0.690
H 1.82823 4.00174 3.75617  0.458
H -0.32714 5.18353 3.49522  0.436
H -1.78817 4.69084 1.56848  0.398
H -1.11014 2.96839 -0.08826  -0.222
C 0.73881 -2.33552 4.75276  -1.121
Si 2.03825 -1.51914 3.66911  0.247
C 3.48145 -2.68654 3.39733  -1.129
C 2.65285 0.05550 4.48827  -1.003
C 1.29172 -1.08296 2.00821  1.869
H 1.19435 -2.96218 5.52195  0.387
H 0.07876 -2.97132 4.15782  0.352
H 0.11746 -1.59309 5.25910  0.318
H 3.99895 -2.91281 4.33157  0.343
H 4.21147 -2.25192 2.70932  0.333
H 3.13980 -3.63095 2.96704  0.299
H 3.13107 -0.14333 5.44942  0.403
H 1.83078 0.75495 4.66323  0.273
H 3.39230 0.55561 3.85597  0.283
H 2.01877 -0.53850 1.40023  -0.662
H 0.40403 -0.45422 2.11153  -0.913
C 2.19479 -0.78034 -5.08948  -0.905
N 2.06641 -1.52623 -3.83967  0.363
C 2.97443 -2.50385 -3.45228  -0.525
C 2.83290 -3.16058 -2.29986  -0.917
C 1.70587 -2.88537 -1.40155  0.239
N 0.90670 -1.80625 -1.79600  0.436
C 1.08053 -1.24314 -2.97452  -0.183
O 0.20349 -0.32681 -3.25066  -0.819
N 1.41615 -3.54308 -0.35092  -0.345
H 2.93084 -1.28272 -5.71091  0.392
H 2.52037 0.24042 -4.89410  0.272
H 1.24093 -0.76050 -5.60954  0.277
H 3.77743 -2.69260 -4.15006  0.419
H 3.53979 -3.93044 -2.02703  0.475
H 2.07965 -4.30379 -0.22856  0.210
H 0.99812 -1.97167 1.44113  -0.366

---

Which of these has the lowest strongest force on any atom?
C34H55AlGeN4O4Si

---

Look up the strongest force on any atom of the second one.
4.44 eV Å⁻¹

---

Which of these has the lowest strongest force on any atom?
C34H55AlGeN4O4Si

---

Which value of total charge does entry 1 give?
+1